#i
C4H9FN2 | ωB97M-V/def2-TZVPD

Results
- LUMO energy: 0.8 eV
- HOMO-LUMO gap: 0.312 Eh
- Molar mass: 104.1 g/mol
- E_HOMO: -7.65 eV

Structure (ORCA input):
```
! wB97M-V def2-TZVPD RIJCOSX def2/J DEFGRID3
* xyz 0 1
C -1.57118 -1.31439 1.02600
C 0.83014 -1.94895 0.32780
C 0.82902 2.90513 -0.84097
C -0.45276 -1.97674 0.14807
N 0.62359 1.42700 -0.61023
N 1.30977 0.67295 -1.18197
F -0.98976 -2.56252 -0.96851
H -1.99928 -2.21133 1.58083
H -2.36292 -1.00562 0.37096
H -1.40814 -0.63947 1.76514
H 1.28930 -1.67972 1.25596
H -0.19429 1.30654 0.03324
H 1.48897 -2.46908 -0.30615
H 1.85221 3.12381 -1.07917
H 0.61591 3.22434 0.07905
H 0.13942 3.14804 -1.60004
*
```

---

#ii
C4H9FN2 | ωB97M-V/def2-TZVPD

Results
- LUMO energy: 1.0 eV
- HOMO-LUMO gap: 0.383 Eh
- Molar mass: 104.1 g/mol
- SMILES: N[C@@H]1C[C@@H](N)C1F
- E_HOMO: -9.41 eV

Structure (ORCA input):
```
! wB97M-V def2-TZVPD RIJCOSX def2/J DEFGRID3
* xyz 0 1
C 1.15803 -0.20798 0.52249
C -0.08870 -1.12706 0.20135
C -0.88717 0.10730 -0.32062
C 0.13795 0.93532 0.44970
H 1.86211 -0.21961 -1.34646
H 2.80562 0.66298 -0.32368
H 1.54956 -0.43666 1.55187
H 0.13169 -1.92839 -0.54139
H -0.58347 -1.55081 1.10451
H -0.70684 0.19918 -1.37872
H -2.68611 0.97463 -0.42786
H -2.74616 -0.63504 -0.49855
H -0.33348 1.09927 1.46224
N 2.26831 -0.21218 -0.42482
N -2.30514 0.18168 -0.00529
F 0.42381 2.15735 -0.02475
*
```

---

Stability verdict: #ii, ahead by 319.4 kJ/mol